Entry 1:
The following is a quantum chemistry calculation of 9 unconnected molecules or ions with the total composition C51H122N6O13 in a non-equilibrium geometry, from OMol25.

2S+1 = 1
Kohn-Sham gap = 8.921 eV
Molar mass = 1027.566 Da
Max |F| = 0.053 Eh/bohr

Last column: Löwdin charge in e.
Geometry (Å):
1 C 0.187 3.222 -2.352  0.0057
2 C -0.812 3.799 -3.419  -0.5115
3 C -1.626 4.876 -2.752  -0.0509
4 C -0.035 4.558 -4.466  -0.1489
5 C 0.754 3.641 -5.388  -0.1881
6 C -0.155 2.595 -5.997  -0.1383
7 C -1.105 1.915 -5.022  -0.4831
8 C -2.325 1.228 -5.703  -0.0291
9 C -0.245 0.782 -4.346  -0.0110
10 N -1.736 2.874 -4.104  -0.0646
11 O -2.318 2.114 -3.065  -0.0656
12 H 0.390 4.041 -1.705  0.0685
13 H -0.127 2.298 -1.879  0.0587
14 H 1.135 2.935 -2.756  0.0535
15 H -2.294 5.264 -3.483  0.0789
16 H -2.158 4.428 -1.914  0.0634
17 H -1.004 5.654 -2.311  0.0908
18 H -0.755 5.171 -4.990  0.1191
19 H 0.744 5.178 -3.999  0.1288
20 H 1.157 4.269 -6.203  0.1198
21 H 1.664 3.250 -4.896  0.0824
22 H 0.299 1.806 -6.584  0.1197
23 H -0.720 3.230 -6.714  0.1311
24 H -2.931 0.641 -5.007  0.0665
25 H -2.015 0.656 -6.593  0.0868
26 H -3.029 1.996 -6.041  0.0797
27 H 0.674 1.287 -4.200  0.0405
28 H -0.109 -0.072 -5.039  0.0975
29 H -0.631 0.311 -3.451  0.0607
30 H -3.255 2.379 -2.985  0.1239
31 C 1.240 1.081 6.978  -0.0288
32 C 2.645 0.846 6.366  -0.5126
33 C 3.177 -0.498 6.819  -0.0476
34 C 2.548 0.867 4.803  -0.1281
35 C 2.331 2.258 4.248  -0.2014
36 C 3.288 3.251 4.817  -0.1540
37 C 3.503 3.231 6.333  -0.4844
38 C 4.818 3.948 6.662  -0.0297
39 C 2.231 3.996 6.945  -0.0242
40 N 3.626 1.832 6.793  -0.1371
41 O 3.734 1.826 8.166  -0.0443
42 H 0.718 1.956 6.518  0.0695
43 H 0.546 0.206 6.852  0.0943
44 H 1.420 1.184 8.064  0.0863
45 H 2.522 -1.325 6.519  0.0862
46 H 4.132 -0.767 6.334  0.0843
47 H 3.373 -0.604 7.877  0.0750
48 H 3.415 0.372 4.379  0.1054
49 H 1.646 0.261 4.566  0.1049
50 H 2.524 2.224 3.147  0.1269
51 H 1.254 2.396 4.294  0.0759
52 H 3.008 4.288 4.541  0.1329
53 H 4.284 3.060 4.338  0.1317
54 H 5.513 3.277 6.135  0.0900
55 H 5.031 3.969 7.715  0.0699
56 H 4.743 4.977 6.286  0.0915
57 H 1.322 3.984 6.319  0.0649
58 H 2.433 5.055 7.174  0.0779
59 H 1.843 3.575 7.887  0.0704
60 H 4.638 1.413 8.331  0.1494
61 C 5.134 -1.295 -1.388  -0.1068
62 O 5.137 -0.310 -2.420  -0.1937
63 C 3.869 -0.359 -3.075  -0.2482
64 C 3.846 0.531 -4.260  -0.1917
65 N 4.009 1.961 -3.809  -0.0315
66 C 4.438 2.794 -4.942  -0.2398
67 C 4.690 4.214 -4.582  -0.2616
68 O 5.175 4.921 -5.699  -0.1828
69 C 5.190 6.321 -5.467  -0.1149
70 H 4.891 -2.274 -1.793  0.0841
71 H 4.340 -1.047 -0.680  0.0785
72 H 6.119 -1.302 -0.940  0.0865
73 H 3.140 -0.085 -2.297  0.1298
74 H 3.683 -1.382 -3.397  0.1216
75 H 2.937 0.264 -4.771  0.1072
76 H 4.684 0.215 -4.894  0.1208
77 H 4.769 1.948 -3.107  0.1127
78 H 3.639 2.836 -5.681  0.1077
79 H 5.351 2.349 -5.417  0.1355
80 H 5.486 4.244 -3.826  0.1259
81 H 3.779 4.727 -4.169  0.1321
82 H 5.802 6.607 -4.617  0.0798
83 H 4.250 6.780 -5.213  0.0739
84 H 5.607 6.705 -6.410  0.0976
85 C -5.674 7.355 1.683  -0.0700
86 O -4.529 6.467 1.736  -0.1943
87 C -3.444 6.947 1.046  -0.2963
88 C -2.453 5.888 0.794  -0.2448
89 N -2.075 5.185 1.998  -0.0475
90 C -1.091 4.111 1.774  -0.1866
91 C -1.048 3.168 2.967  -0.2703
92 O -2.273 2.522 3.041  -0.2137
93 C -2.449 1.856 4.309  -0.0735
94 H -6.293 7.069 2.530  0.0836
95 H -6.197 7.125 0.726  0.0968
96 H -5.404 8.411 1.717  0.0835
97 H -2.976 7.755 1.640  0.1333
98 H -3.767 7.390 0.075  0.1334
99 H -1.580 6.422 0.450  0.1197
100 H -2.836 5.225 0.017  0.1061
101 H -2.960 4.921 2.416  0.1059
102 H -0.065 4.570 1.697  0.1355
103 H -1.372 3.528 0.861  0.1197
104 H -0.968 3.859 3.819  0.1252
105 H -0.298 2.391 2.891  0.0981
106 H -1.896 0.921 4.236  0.0672
107 H -3.520 1.653 4.389  0.0906
108 H -2.049 2.451 5.155  0.0929
109 C -3.835 -0.666 1.696  -0.0872
110 O -3.548 -1.138 0.396  -0.2255
111 C -3.939 -0.257 -0.651  -0.2048
112 C -3.333 -0.737 -1.952  -0.1777
113 N -4.165 -1.706 -2.681  -0.0222
114 C -4.521 -2.801 -1.831  -0.2608
115 C -5.383 -3.711 -2.627  -0.1851
116 O -4.549 -4.243 -3.706  -0.1968
117 C -4.358 -5.637 -3.643  -0.1260
118 H -3.349 0.313 1.768  0.0749
119 H -3.335 -1.425 2.314  0.0929
120 H -4.864 -0.597 1.919  0.0735
121 H -3.519 0.723 -0.448  0.1116
122 H -5.004 -0.129 -0.698  0.1229
123 H -2.306 -1.079 -1.770  0.1175
124 H -3.232 0.028 -2.680  0.0739
125 H -3.695 -2.114 -3.476  0.0873
126 H -5.177 -2.551 -0.974  0.1306
127 H -3.719 -3.384 -1.391  0.1057
128 H -6.188 -3.121 -3.073  0.1245
129 H -5.818 -4.528 -2.031  0.1152
130 H -5.297 -6.149 -3.449  0.0854
131 H -3.673 -5.973 -2.868  0.0618
132 H -3.945 -5.941 -4.598  0.0887
133 C -4.891 -10.070 -1.743  -0.1131
134 O -4.944 -8.848 -1.121  -0.1729
135 C -3.765 -8.286 -0.811  -0.2860
136 C -4.045 -6.933 -0.221  -0.2007
137 N -2.795 -6.251 0.117  -0.0483
138 C -3.009 -5.158 1.029  -0.2145
139 C -1.633 -4.726 1.450  -0.2017
140 O -0.917 -5.811 2.047  -0.1948
141 C 0.308 -5.481 2.610  -0.1299
142 H -5.909 -10.349 -1.862  0.0838
143 H -4.415 -10.825 -1.153  0.0837
144 H -4.431 -9.989 -2.721  0.0931
145 H -3.182 -8.082 -1.713  0.1271
146 H -3.268 -8.965 -0.125  0.1311
147 H -4.633 -7.016 0.709  0.1255
148 H -4.640 -6.408 -1.000  0.1033
149 H -2.204 -6.954 0.569  0.1107
150 H -3.656 -5.376 1.886  0.1249
151 H -3.490 -4.380 0.487  0.0914
152 H -1.708 -3.965 2.234  0.1157
153 H -1.045 -4.351 0.591  0.1224
154 H 0.835 -6.398 2.990  0.1086
155 H 0.187 -4.820 3.453  0.0686
156 H 0.945 -4.910 1.936  0.0749
157 C -1.077 -3.727 -3.831  -0.0291
158 C -0.261 -3.507 -2.527  -0.4880
159 C 0.730 -4.703 -2.484  -0.0520
160 O 0.452 -2.303 -2.529  -0.0538
161 H -1.423 -4.755 -3.846  0.0692
162 H -0.467 -3.458 -4.686  0.0813
163 H -1.873 -2.976 -3.806  0.0571
164 H -0.986 -3.464 -1.740  0.1067
165 H 1.310 -4.876 -1.547  0.0729
166 H 1.526 -4.472 -3.200  0.0808
167 H 0.194 -5.645 -2.619  0.0690
168 H 0.655 -2.210 -1.583  0.0491
169 C 5.314 -2.034 2.581  -0.0430
170 C 4.572 -3.210 1.990  -0.5114
171 C 4.911 -4.528 2.728  -0.0408
172 O 3.188 -3.009 1.909  -0.0762
173 H 6.344 -2.346 2.411  0.0841
174 H 5.014 -1.840 3.619  0.0834
175 H 5.127 -1.170 1.941  0.0755
176 H 4.820 -3.415 0.941  0.1379
177 H 4.533 -4.598 3.719  0.0637
178 H 5.982 -4.499 2.829  0.0656
179 H 4.570 -5.371 2.063  0.1027
180 H 2.840 -2.810 2.807  0.1105
181 C 0.200 -1.156 2.375  -0.0341
182 C 0.126 -1.158 0.842  -0.4494
183 C -0.021 0.273 0.284  -0.0371
184 O 1.321 -1.680 0.246  -0.0603
185 H 1.094 -0.608 2.694  0.0646
186 H 0.222 -2.178 2.789  0.0725
187 H -0.686 -0.604 2.708  0.0698
188 H -0.735 -1.768 0.535  0.1200
189 H 0.003 0.221 -0.837  0.0767
190 H 0.746 0.950 0.673  0.0821
191 H -1.050 0.663 0.504  0.0807
192 H 1.964 -1.878 0.899  0.0188

=====

Entry 2:
The following is a quantum chemistry calculation of 11 unconnected molecules or ions with the total composition C51H125N11O5 in a non-equilibrium geometry, from OMol25.

2S+1 = 1
Energy relative to the best compared isomer or geometry (same formula, charge and spin) = 604.95 kJ/mol
Kohn-Sham gap = 8.228 eV
Molar mass = 972.633 Da
Max |F| = 0.046 Eh/bohr

Last column: Löwdin charge in e.
Geometry (Å):
1 C -0.483 -5.556 1.444  -0.0828
2 C 0.308 -6.037 2.661  -0.2688
3 N -0.169 -7.324 3.165  -0.1850
4 C 0.873 -8.025 3.890  -0.2600
5 C 1.264 -7.435 5.250  -0.0764
6 C -1.382 -7.161 3.973  -0.2641
7 C -2.049 -8.450 4.477  -0.0838
8 H -1.561 -5.530 1.592  0.0534
9 H -0.205 -6.204 0.611  0.0759
10 H -0.161 -4.574 1.094  0.0406
11 H 1.349 -6.092 2.340  0.1143
12 H 0.292 -5.253 3.425  0.1055
13 H 0.570 -9.072 3.962  0.1066
14 H 1.760 -8.113 3.260  0.1108
15 H 2.111 -8.032 5.592  0.0755
16 H 1.640 -6.413 5.207  0.0560
17 H 0.497 -7.527 6.018  0.0653
18 H -2.142 -6.696 3.342  0.1004
19 H -1.213 -6.428 4.766  0.1079
20 H -1.532 -9.015 5.253  0.0640
21 H -2.173 -9.056 3.578  0.0777
22 H -3.047 -8.283 4.884  0.0695
23 C 0.148 6.120 -0.162  -0.0979
24 C 1.251 6.182 -1.216  -0.2205
25 N 2.032 4.920 -1.276  -0.1724
26 C 1.245 3.707 -1.329  -0.2735
27 C 0.538 3.580 -2.666  -0.0751
28 C 3.079 5.019 -2.298  -0.2658
29 C 4.314 5.792 -1.801  -0.0765
30 H 0.451 5.780 0.829  0.0679
31 H -0.671 5.452 -0.433  0.0507
32 H -0.224 7.120 0.070  0.0759
33 H 0.886 6.429 -2.217  0.1087
34 H 1.892 7.018 -0.934  0.1047
35 H 1.840 2.794 -1.249  0.0866
36 H 0.601 3.595 -0.456  0.0915
37 H -0.244 4.330 -2.787  0.0609
38 H 1.208 3.461 -3.517  0.0739
39 H 0.049 2.603 -2.648  0.0569
40 H 2.740 5.556 -3.190  0.1064
41 H 3.356 4.035 -2.680  0.1064
42 H 4.981 5.857 -2.661  0.0689
43 H 4.851 5.199 -1.060  0.0625
44 H 4.033 6.784 -1.452  0.0633
45 C -7.219 -2.602 0.086  -0.0878
46 C -6.422 -2.179 -1.185  -0.2541
47 N -5.055 -2.663 -1.235  -0.1740
48 C -4.309 -2.041 -2.349  -0.2489
49 C -4.257 -0.531 -2.202  -0.1003
50 C -5.039 -4.135 -1.345  -0.2485
51 C -3.664 -4.757 -1.084  -0.0778
52 H -6.636 -3.157 0.820  0.0597
53 H -8.023 -3.276 -0.213  0.0673
54 H -7.685 -1.722 0.527  0.0690
55 H -6.912 -2.660 -2.038  0.1115
56 H -6.555 -1.101 -1.235  0.0964
57 H -3.273 -2.377 -2.427  0.0838
58 H -4.664 -2.426 -3.310  0.1184
59 H -3.937 -0.216 -1.209  0.0607
60 H -3.708 -0.087 -3.033  0.0769
61 H -5.248 -0.088 -2.302  0.0634
62 H -5.429 -4.548 -2.282  0.1125
63 H -5.815 -4.500 -0.671  0.1015
64 H -3.650 -5.845 -1.136  0.0746
65 H -3.334 -4.476 -0.082  0.0519
66 H -2.854 -4.424 -1.734  0.0566
67 C 3.618 1.958 0.974  -0.1026
68 C 3.197 3.212 1.684  -0.2067
69 N 3.094 2.934 3.150  -0.1684
70 C 2.067 2.000 3.623  -0.2543
71 C 0.641 2.546 3.443  -0.0717
72 C 4.348 2.653 3.845  -0.2717
73 C 5.417 3.738 3.671  -0.0862
74 H 3.528 2.136 -0.099  0.0507
75 H 3.092 1.044 1.247  0.0540
76 H 4.685 1.783 1.130  0.0721
77 H 3.746 4.093 1.356  0.1117
78 H 2.233 3.371 1.196  0.0807
79 H 2.180 1.828 4.693  0.1110
80 H 2.199 1.048 3.099  0.0792
81 H 0.455 2.860 2.416  0.0377
82 H 0.655 3.448 4.057  0.0779
83 H -0.193 1.959 3.826  0.0716
84 H 4.069 2.606 4.898  0.1095
85 H 4.816 1.711 3.543  0.0998
86 H 5.714 3.936 2.641  0.0602
87 H 5.058 4.690 4.063  0.0754
88 H 6.286 3.391 4.230  0.0707
89 C -6.548 6.157 -3.034  -0.0893
90 C -5.396 5.277 -3.567  -0.2674
91 N -4.580 4.684 -2.506  -0.1797
92 C -3.700 3.629 -3.029  -0.2637
93 C -2.961 2.849 -1.956  -0.0895
94 C -3.984 5.647 -1.522  -0.2290
95 C -2.990 6.554 -2.209  -0.0802
96 H -6.126 7.045 -2.566  0.0599
97 H -7.130 5.574 -2.319  0.0754
98 H -7.264 6.409 -3.816  0.0682
99 H -5.857 4.485 -4.158  0.1091
100 H -4.810 5.918 -4.233  0.0998
101 H -4.347 2.978 -3.619  0.1054
102 H -3.018 4.046 -3.777  0.1050
103 H -3.733 2.514 -1.263  0.0824
104 H -2.408 2.009 -2.377  0.0584
105 H -2.230 3.477 -1.448  0.0502
106 H -3.538 5.147 -0.661  0.0774
107 H -4.788 6.206 -1.042  0.1036
108 H -2.181 5.943 -2.613  0.0572
109 H -2.560 7.211 -1.452  0.0700
110 H -3.468 7.105 -3.018  0.0689
111 C 5.299 -3.116 -2.770  -0.0860
112 C 4.626 -1.862 -3.320  -0.2450
113 N 4.186 -0.970 -2.204  -0.1672
114 C 3.486 0.200 -2.841  -0.2204
115 C 2.062 -0.224 -3.171  -0.0652
116 C 5.252 -0.532 -1.291  -0.2424
117 C 6.400 0.220 -1.998  -0.0760
118 H 6.148 -2.817 -2.156  0.0632
119 H 5.551 -3.753 -3.617  0.0723
120 H 4.593 -3.681 -2.159  0.0693
121 H 5.406 -1.399 -3.930  0.1090
122 H 3.802 -2.072 -4.000  0.0860
123 H 3.540 1.131 -2.276  0.0928
124 H 4.061 0.399 -3.749  0.1090
125 H 2.121 -0.840 -4.068  0.0428
126 H 1.389 -0.709 -2.468  0.0321
127 H 1.527 0.687 -3.447  0.0691
128 H 5.557 -1.315 -0.596  0.1045
129 H 4.784 0.220 -0.654  0.0704
130 H 7.058 0.694 -1.269  0.0717
131 H 6.108 0.988 -2.715  0.0697
132 H 7.020 -0.456 -2.591  0.0626
133 C -1.997 6.110 2.698  -0.0710
134 N -2.687 4.890 3.038  -0.1749
135 C -2.593 3.766 2.079  -0.0086
136 C -3.458 4.843 4.164  -0.3291
137 O -4.003 3.836 4.588  0.0077
138 H -2.087 6.176 1.610  0.0606
139 H -0.914 5.988 2.764  0.0764
140 H -2.389 7.013 3.162  0.0902
141 H -3.065 2.914 2.568  0.0673
142 H -3.210 3.927 1.192  0.0729
143 H -1.562 3.613 1.763  0.0657
144 H -3.520 5.786 4.729  0.1283
145 C -2.763 -1.577 1.670  -0.0649
146 N -3.638 -0.667 2.380  -0.1486
147 C -5.039 -0.783 1.912  -0.0313
148 C -3.233 0.213 3.319  -0.3452
149 O -3.955 1.024 3.861  0.0164
150 H -2.797 -1.328 0.609  0.0532
151 H -3.068 -2.623 1.736  0.0822
152 H -1.717 -1.584 1.978  0.0842
153 H -5.795 -0.196 2.435  0.0916
154 H -5.195 -0.573 0.854  0.0700
155 H -5.410 -1.780 2.151  0.0768
156 H -2.180 0.063 3.610  0.1308
157 C 0.891 -3.273 -4.519  -0.0628
158 N 2.064 -3.456 -5.370  -0.1984
159 C 2.819 -4.670 -5.141  -0.0462
160 C 2.331 -2.648 -6.417  -0.3315
161 O 3.247 -2.834 -7.234  -0.0127
162 H 0.418 -2.301 -4.651  0.0780
163 H 1.155 -3.406 -3.469  0.0848
164 H 0.192 -4.069 -4.782  0.0899
165 H 2.259 -5.595 -5.287  0.0938
166 H 3.594 -4.701 -5.908  0.0882
167 H 3.322 -4.703 -4.174  0.0743
168 H 1.591 -1.847 -6.563  0.1364
169 C 3.821 -2.219 3.159  -0.0910
170 N 4.401 -3.429 3.606  -0.2004
171 C 5.615 -3.730 2.894  -0.0612
172 C 3.927 -4.177 4.654  -0.3280
173 O 4.404 -5.234 4.980  0.0207
174 H 4.385 -1.343 3.485  0.0892
175 H 2.837 -2.064 3.604  0.0875
176 H 3.733 -2.297 2.075  0.0790
177 H 6.370 -2.941 2.918  0.0911
178 H 6.165 -4.580 3.296  0.0885
179 H 5.423 -3.954 1.843  0.0873
180 H 3.086 -3.742 5.216  0.1368
181 C 1.195 -1.806 0.016  -0.0427
182 N 0.145 -0.836 -0.192  -0.1641
183 C -0.932 -1.137 -1.135  -0.0450
184 C 0.151 0.315 0.519  -0.3119
185 O -0.648 1.235 0.346  -0.0015
186 H 1.754 -1.485 0.894  0.0702
187 H 1.940 -1.894 -0.779  0.0683
188 H 0.758 -2.802 0.091  0.0733
189 H -1.643 -0.320 -1.237  0.0687
190 H -0.468 -1.267 -2.114  0.0729
191 H -1.524 -2.029 -0.924  0.0741
192 H 1.016 0.345 1.200  0.1091

=====

Number 1: LUMO energy 0.3 eV. Number 2: LUMO energy 0.1 eV.